The following is a DFT calculation (ωB97M-V/def2-TZVPD) of a cluster of 2 separate species, C2HClNO2 in total at a distorted geometry.

```
7
Properties=species:S:1:pos:R:3:forces:R:3:nbo_charge:R:1
C 0.44498 0.24625 0.07227 -3.093 1.223 -0.479 0.19
C -1.50826 -0.45454 -0.02813 1.568 -0.595 -0.449 0.95
N 1.41266 -0.41249 0.25971 6.030 -1.980 1.224 -0.77
O -1.82462 -0.29688 -1.15152 -0.643 0.771 -1.124 -0.63
O -1.69031 -1.02181 0.98910 -0.377 -0.101 1.469 -0.64
Cl 0.63937 2.17737 -0.47599 0.272 0.546 -0.074 -0.46
H 2.52617 -0.23789 0.33456 -3.757 0.136 -0.568 0.36
```
Forces are in eV/Å.

As for the orbital gap: 7.9 eV. Its energy relative to the best compared isomer or geometry (same formula, charge and spin) is 190.69 kJ/mol. Its multiplicity is 1. Its net charge is -1.